[1]
78
Properties=species:S:1:pos:R:3 method="wB97M-V/def2-TZVPD" spin_multiplicity=4 lumo_ha="0.00649 / -0.05878" s2=3.756 gap_ev="6.67 / 7.32" e_homo_ev="-6.495 / -8.923"
Ti 0.9643 -0.0486 0.8766
C 4.4654 1.6032 1.3603
P 3.2749 0.9830 0.1227
C 3.2152 2.3603 -1.0852
C 4.2556 -0.2469 -0.8282
C 5.6214 -0.0801 -1.0520
C 6.3362 -0.9974 -1.8033
C 5.6894 -2.0946 -2.3560
C 4.3323 -2.2676 -2.1468
C 3.6062 -1.3574 -1.3806
P 1.8195 -1.5737 -1.0623
C 1.0727 -1.3461 -2.7165
C 1.6289 -3.3710 -0.8140
H 5.3431 2.0678 0.9111
H 4.7649 0.7787 2.0065
H 3.9580 2.3448 1.9789
H 4.2078 2.5931 -1.4733
H 2.7973 3.2506 -0.6133
H 2.5578 2.0856 -1.9106
H 6.1402 0.7719 -0.6314
H 7.3984 -0.8576 -1.9573
H 6.2435 -2.8149 -2.9439
H 3.8360 -3.1281 -2.5791
H 1.5364 -1.9892 -3.4662
H 1.1726 -0.3035 -3.0200
H 0.0088 -1.5826 -2.6415
H 1.9564 -3.9589 -1.6718
H 0.5703 -3.5663 -0.6360
H 2.1833 -3.6692 0.0747
N -0.3455 1.1146 2.4071
C -0.3200 2.5924 2.3983
C 0.5307 3.1638 1.2635
C 0.0598 2.7255 -0.1175
O -0.3021 3.5595 -0.9431
O 0.0339 1.4489 -0.3333
H -1.2718 0.7808 2.1568
H -0.1510 0.7545 3.3351
H 0.0913 2.9470 3.3438
H -1.3370 2.9864 2.3281
H 1.5613 2.8275 1.4094
H 0.5149 4.2524 1.3024
F 1.7090 -1.9220 1.9763
P 2.3594 -1.4544 3.4464
F 3.8151 -1.5387 2.7805
F 2.4201 -2.9669 3.9108
F 0.8501 -1.2961 3.9966
F 2.2271 0.1071 2.8447
F 2.9560 -0.8878 4.8013
F -7.5002 -2.9961 0.4095
C -6.5221 -2.1520 0.7405
C -5.2653 -2.5745 0.8959
N -4.2445 -1.7201 1.2506
C -2.8678 -2.1756 1.3785
C -1.9450 -1.4813 0.3686
O -2.3969 -1.2661 -0.7832
O -0.8145 -1.1880 0.7907
C -4.4608 -0.3741 1.3973
O -3.5591 0.4196 1.6223
N -5.7701 0.0260 1.2583
C -6.8838 -0.7523 0.9266
O -7.9822 -0.2702 0.8084
H -5.0003 -3.6124 0.7563
H -2.8464 -3.2511 1.2095
H -2.4975 -1.9714 2.3814
H -5.9425 1.0130 1.3906
C -4.3404 0.3523 -2.2457
Sb -2.5514 1.1733 -1.4331
C -3.3315 3.0828 -0.8424
C -1.4571 1.4990 -3.2142
H -4.7306 1.0385 -2.9985
H -5.0880 0.2164 -1.4667
H -4.1141 -0.6121 -2.6933
H -4.1068 3.3438 -1.5635
H -2.5241 3.8081 -0.8439
H -3.7621 2.9805 0.1518
H -2.1255 1.9529 -3.9462
H -1.0910 0.5454 -3.5899
H -0.6366 2.1661 -2.9645

=====

[2]
78
Properties=species:S:1:pos:R:3 method="wB97M-V/def2-TZVPD" lumo_ha=-0.09550 gap_ev=7.30 e_homo_ev=-9.897 smiles="O=C(O)CC1=C(S(=O)(=O)C(F)(F)C(F)(F)C(F)(F)C(F)(F)F)C(=O)OC1=O.CC(C)O.CC(C)O.CC(C)O.CC(C)O"
O 2.8540 -3.5500 2.2390
C 2.9922 -2.6410 3.1033
O 4.0260 -2.8306 4.0658
C 2.0103 -1.3484 3.1544
C 2.4858 -0.2815 2.0744
C 1.6787 0.4490 1.1664
S -0.1848 0.4575 0.9408
O -0.4033 1.5275 -0.1205
O -0.6976 -0.8126 0.3395
C -1.0015 1.0807 2.4680
F -1.9102 2.1180 2.0764
F 0.0149 1.7870 3.2151
C -1.7171 0.1022 3.4695
F -2.7352 0.8477 4.1546
F -0.7734 -0.2367 4.5070
C -2.3823 -1.2479 2.9917
F -1.4577 -2.3155 2.7251
F -3.1029 -1.7417 4.1437
C -3.4781 -1.1881 1.8301
F -3.4690 -0.0542 1.0125
F -4.8192 -1.3642 2.2837
F -3.2362 -2.3139 0.9770
C 2.7089 1.3131 0.3066
O 2.5437 2.0932 -0.6437
O 4.0864 1.1188 0.6687
C 4.0077 0.1647 1.7547
O 5.0203 -0.2754 2.3259
H 4.8793 -2.5186 3.6834
H 0.9851 -1.7324 2.8396
H 2.0499 -0.8571 4.1816
C -1.1532 -1.3960 -4.2858
C 0.1101 -2.1373 -3.8778
C -0.2006 -3.2699 -2.9118
O 1.0175 -1.2252 -3.2627
H -1.6413 -0.9468 -3.4145
H -0.9142 -0.5777 -4.9706
H -1.8633 -2.0665 -4.7766
H 0.6047 -2.5379 -4.7671
H -0.6557 -2.8855 -1.9930
H 0.7173 -3.7865 -2.6179
H -0.8825 -3.9964 -3.3613
H 0.5882 -0.8649 -2.4738
C 8.4520 3.0309 2.1654
C 8.7026 1.6485 1.5830
C 8.8632 1.7055 0.0719
O 7.6124 0.7907 1.9120
H 7.5299 3.4628 1.7629
H 8.3272 2.9735 3.2501
H 9.2803 3.7090 1.9440
H 9.6019 1.2180 2.0322
H 7.9553 2.0916 -0.4029
H 9.0311 0.7044 -0.3343
H 9.7038 2.3438 -0.2123
H 6.8115 1.1623 1.5195
C -7.9055 1.6540 4.2703
C -6.6996 0.7705 4.5486
C -6.3865 0.7134 6.0355
O -5.5676 1.2777 3.8448
H -7.7197 2.6825 4.5965
H -8.1118 1.6950 3.1974
H -8.7954 1.2808 4.7835
H -6.8895 -0.2392 4.1740
H -6.1480 1.7094 6.4228
H -5.5111 0.0846 6.2196
H -7.2309 0.3121 6.6018
H -5.3908 2.1712 4.1687
C -2.2195 1.0440 -7.3910
C -1.9641 -0.3367 -7.9747
C -1.8218 -0.2812 -9.4877
O -3.0438 -1.2030 -7.6315
H -3.1500 1.4676 -7.7831
H -2.3312 0.9870 -6.3049
H -1.3997 1.7287 -7.6228
H -1.0559 -0.7590 -7.5356
H -2.7384 0.0966 -9.9525
H -1.6504 -1.2816 -9.8941
H -0.9899 0.3635 -9.7827
H -3.8521 -0.8379 -8.0154

=====

[3]
71
Properties=species:S:1:pos:R:3 method="wB97M-V/def2-TZVPD" lumo_ha=-0.23786 gap_ev=6.54 total_charge=+2 e_homo_ev=-13.012
Pb 0.6709 -0.7649 -0.4112
N 3.7249 2.6463 -0.1219
C 3.0644 1.4833 -0.0273
S 1.3349 1.6293 0.3264
N 3.7591 0.3890 -0.1697
N 3.0674 -0.7827 -0.1401
C 3.7385 -1.8791 -0.0102
C 5.2178 -1.9525 0.0516
C 6.0123 -1.3015 -0.8939
C 7.3924 -1.3965 -0.8251
C 7.9935 -2.1159 0.2008
C 7.2111 -2.7569 1.1509
C 5.8297 -2.6870 1.0696
C 2.9418 -3.1388 0.1117
C 3.5079 -4.3853 -0.1283
C 2.7393 -5.5238 0.0502
C 1.4202 -5.3967 0.4574
C 0.9147 -4.1223 0.6263
N 1.6511 -3.0191 0.4620
H 3.2640 3.5171 0.0635
H 4.7206 2.6320 -0.2754
H 5.5465 -0.7415 -1.6925
H 8.0026 -0.9029 -1.5707
H 9.0732 -2.1796 0.2568
H 7.6772 -3.3139 1.9545
H 5.2230 -3.1873 1.8167
H 4.5334 -4.4531 -0.4657
H 3.1653 -6.5034 -0.1288
H 0.7938 -6.2634 0.6199
H -0.1266 -3.9692 0.8977
N 0.3921 -0.8557 2.3384
N -0.8386 -1.1041 2.9563
C -1.9871 -0.7336 2.3826
N -3.1214 -0.9902 3.0143
N -1.8442 -0.2037 1.1464
N -2.8511 0.4482 0.5951
O -3.9206 0.7132 1.1329
O -2.6052 0.8405 -0.5907
H 1.0433 -1.5950 2.5754
H 0.7550 0.0464 2.6386
H -0.8521 -1.4929 3.8845
H -3.1410 -1.4303 3.9203
H -3.9773 -0.6014 2.6569
C -7.4576 1.2911 1.3637
C -6.8209 2.0473 0.1978
C -6.3370 1.1058 -0.9097
C -5.3707 1.7491 -1.9054
Ge -3.7145 2.4767 -1.2201
C -3.2858 3.6054 0.2931
C -3.2962 5.0596 -0.1863
C -4.6453 5.4589 -0.7800
C -4.7107 6.9320 -1.1661
H -7.9129 1.9712 2.0857
H -6.7063 0.6920 1.8861
H -8.2388 0.6148 1.0066
H -5.9747 2.6357 0.5707
H -7.5384 2.7597 -0.2174
H -7.2017 0.7490 -1.4748
H -5.8742 0.2250 -0.4585
H -5.8356 2.6039 -2.4106
H -5.0497 1.0527 -2.6810
H -2.6852 2.6707 -2.3394
H -2.2948 3.2993 0.6353
H -4.0061 3.4456 1.0948
H -2.5143 5.2132 -0.9358
H -3.0548 5.7086 0.6585
H -5.4393 5.2261 -0.0633
H -4.8381 4.8463 -1.6777
H -4.6420 7.5613 -0.2768
H -5.6482 7.1670 -1.6697
H -3.8901 7.1996 -1.8350

=====

[4]
61
Properties=species:S:1:pos:R:3 method="wB97M-V/def2-TZVPD" lumo_ha=0.00988 gap_ev=7.69 e_homo_ev=-7.417
O 0.1639 -0.4309 -0.5627
C 0.1044 1.0618 -0.5968
C 0.9972 1.0703 -1.8310
H 0.5361 1.4466 0.3318
H -0.9321 1.4055 -0.7146
C 1.1505 -0.4548 -1.6405
H 1.9144 1.6344 -1.7317
H 0.4604 1.3230 -2.7448
C 2.4858 -0.8645 -1.0712
H 2.6714 -0.3646 -0.1132
H 3.2829 -0.5791 -1.7745
H 2.5482 -1.9517 -0.9156
C 0.7020 -1.3327 -2.7832
H -0.2118 -0.9483 -3.2500
H 0.5146 -2.3663 -2.4453
H 1.4960 -1.3649 -3.5452
La -1.3336 -1.5883 0.5527
C -3.3549 -2.8158 -0.3782
C -3.7666 -1.6676 0.4085
C -3.3362 -0.4739 -0.2889
H -4.2405 -1.6964 1.3789
C -2.6465 -0.8845 -1.4930
C -2.6405 -2.3294 -1.5426
H -2.1686 -2.9406 -2.3045
H -3.5172 -3.8493 -0.1116
H -3.4083 0.5400 0.0901
H -2.1607 -0.2211 -2.1926
C -1.3699 -3.7616 1.8754
C -0.8532 -4.1388 0.5814
C 0.3915 -3.4367 0.3625
H -1.3281 -4.7998 -0.1325
C 0.6546 -2.6217 1.5432
C -0.4303 -2.8327 2.4732
H -0.5783 -2.2946 3.3999
H -2.3133 -4.0683 2.3115
H 1.0039 -3.4964 -0.5278
H 1.4392 -1.8817 1.6559
O 3.1991 4.0299 -1.3549
C 3.8355 3.8196 -2.6449
C 4.7443 5.0135 -2.9611
H 3.0442 3.7251 -3.4235
H 4.3756 2.8586 -2.6045
C 4.0009 6.1583 -2.2353
H 4.8755 5.1812 -4.0159
H 5.7202 4.8604 -2.4807
C 3.4537 5.4281 -1.0003
H 3.1609 6.4903 -2.8614
H 4.6311 6.9963 -1.9919
H 2.5150 5.8612 -0.6232
H 4.1994 5.4655 -0.1768
C -4.2027 -1.4113 3.7291
C -2.8780 -0.6177 3.7634
C -2.0410 -1.1487 4.9456
O -2.1988 -0.4737 2.5529
H -4.0286 -2.4466 3.4058
H -4.9448 -0.9088 3.1097
H -4.6453 -1.4620 4.7359
H -3.1674 0.4005 4.0740
H -1.8966 -2.2361 4.8912
H -1.0919 -0.6188 5.0116
H -2.5868 -0.9890 5.8821

=====

[5]
65
Properties=species:S:1:pos:R:3 method="wB97M-V/def2-TZVPD" spin_multiplicity=3 lumo_ha="-0.27296 / -0.26956" s2=2.208 gap_ev="6.68 / 6.89" total_charge=+2 e_homo_ev="-14.112 / -14.226"
P -0.4790 -2.2681 -3.9741
P 0.2649 1.4555 -4.8422
C -1.0108 -1.0209 -5.2410
C 0.0735 -0.0696 -5.7674
H -1.8791 -0.5078 -4.7969
H -1.3927 -1.6513 -6.0558
H 1.0671 -0.5184 -5.8542
H -0.2075 0.2443 -6.7823
C -0.8489 2.5520 -5.8199
H -0.7590 3.6094 -5.5449
H -1.9079 2.2913 -5.7836
H -0.5564 2.4828 -6.8794
C 1.7847 2.2701 -5.5093
H 1.6414 2.6492 -6.5273
H 2.6336 1.5809 -5.5000
H 2.0553 3.1332 -4.8911
C -1.5399 -3.6945 -4.4123
H -1.4795 -4.4576 -3.6368
H -1.1933 -4.0601 -5.3822
H -2.5767 -3.3438 -4.4967
C 1.2371 -2.6154 -4.4428
H 1.8211 -1.6882 -4.3543
H 1.2659 -2.9441 -5.4914
H 1.7213 -3.3778 -3.8197
W -0.8095 -2.1606 -1.8217
C 0.0287 3.6585 -2.9122
C -1.0799 2.8687 -3.1369
C -1.2747 1.5499 -2.3678
C 0.0437 0.8207 -2.2487
C 1.0594 1.2824 -3.2565
C 2.2763 1.6678 -2.7820
C 2.3796 2.8640 -1.9080
C 0.9777 3.6228 -1.7654
C 0.7493 -3.4215 -1.2170
H 0.2001 4.4920 -3.5933
H -1.9472 3.2515 -3.6894
H -2.0061 0.8824 -2.8685
H -1.6930 1.7098 -1.3709
H 0.4126 0.9519 -1.2369
H -0.1318 -0.4022 -2.3576
H -2.2030 -3.1015 -1.5792
H 3.2042 1.1758 -3.0741
H 3.1516 3.5062 -2.3387
H 2.7401 2.6647 -0.8786
H 0.4615 3.2294 -0.8771
H 1.2804 4.6533 -1.5360
H 1.3998 -2.7612 -0.6327
H 1.2973 -3.9772 -1.9889
H 0.2160 -4.1006 -0.5410
O 1.5419 0.5472 0.2239
S 0.9803 -0.6770 0.7807
O 1.9017 -1.7615 0.9981
N -0.5569 -1.1039 0.0067
C -1.6775 -0.8620 0.8192
O -2.8328 -1.0588 0.3899
C -1.2761 -0.3960 2.1402
C -2.0972 -0.0580 3.2124
C -1.5129 0.4210 4.3748
C -0.1079 0.6146 4.4617
C 0.6976 0.3139 3.3540
C 0.1053 -0.2413 2.2428
H -3.1764 -0.1845 3.0753
H -2.1379 0.6505 5.2437
H 0.3329 1.0105 5.3765
H 1.7810 0.4929 3.3597

=====

[6]
65
Properties=species:S:1:pos:R:3 method="wB97M-V/def2-TZVPD" spin_multiplicity=5 lumo_ha="-0.29516 / -0.37735" s2=6.051 gap_ev="3.43 / 3.57" total_charge=+2 e_homo_ev="-11.462 / -13.839"
P -1.8130 2.7505 -0.1749
P -2.3500 2.3461 -2.6843
C -2.2642 4.3820 -0.8443
C -2.5620 4.1561 -2.3631
H -1.4338 5.0752 -0.6543
H -3.1464 4.7085 -0.2746
H -3.5866 4.4291 -2.6209
H -1.8757 4.7363 -2.9890
C -0.5392 2.3477 -2.5137
H -0.1400 1.3318 -2.6225
H -0.2607 2.7390 -1.4892
H -0.0945 2.9956 -3.2749
C -2.7615 1.2124 -4.0189
H -2.7847 1.7578 -4.9647
H -3.7421 0.7722 -3.8057
H -2.0244 0.4015 -4.0743
C -1.1115 2.4826 1.4541
H -0.9174 1.4078 1.6039
H -1.8581 2.8155 2.1878
H -0.1785 3.0519 1.5728
C -5.0607 2.7730 -1.5002
H -5.2218 2.8131 -2.5852
H -4.9679 3.7671 -1.0593
H -5.8437 2.1767 -1.0077
Pd -3.4157 1.5811 -0.9479
C 4.1114 -1.6257 -0.9197
C 4.3306 -0.5030 -0.1485
C 4.0133 0.8805 -0.5653
C 2.6133 1.4097 -0.1683
C 1.4378 0.5112 -0.3595
C 1.2245 -0.3442 -1.3605
C 2.2817 -0.6557 -2.4107
C 3.3236 -1.6558 -2.0541
C -3.9415 0.4696 0.7749
H 4.6144 -2.5533 -0.6284
H 4.8511 -0.6028 0.8068
H 4.2134 1.0350 -1.6336
H 4.7316 1.5201 -0.0263
H 2.6347 1.6715 0.8997
H 2.4370 2.3582 -0.7112
H 0.6381 0.6829 0.3694
H 0.2481 -0.8299 -1.5137
H 2.7600 0.2807 -2.7647
H 1.7688 -1.0850 -3.2934
H -0.6732 -1.6135 0.3141
H 3.4207 -2.4673 -2.7752
H -3.4792 -0.5107 0.6203
H -5.0356 0.4459 0.7007
H -3.5938 0.9747 1.6847
O 0.5608 -0.7786 2.1297
C 0.3665 -1.9617 1.8622
O -0.3678 -2.3990 0.8085
C 0.8780 -3.1104 2.6393
C 0.3076 -4.3903 2.4943
C 0.7642 -5.4525 3.2673
C 1.8088 -5.2479 4.1929
C 2.4160 -3.9792 4.3035
C 1.9410 -2.9191 3.5440
N 2.1944 -6.2992 5.0767
O 1.6019 -7.4003 4.9847
O 3.1050 -6.0776 5.9094
H -0.4970 -4.5616 1.7786
H 0.3205 -6.4416 3.1833
H 3.2379 -3.8564 5.0027
H 2.3857 -1.9282 3.6366

=====

[7]
74
Properties=species:S:1:pos:R:3 method="wB97M-V/def2-TZVPD" lumo_ha=0.14752 gap_ev=7.04 total_charge=-2 e_homo_ev=-3.023
Hg 0.6113 -0.0777 -0.3398
C -2.5168 -3.8902 -3.2142
C -1.8434 -2.5791 -2.7909
C -2.1469 -1.4853 -3.8134
C -2.2240 -2.2192 -1.3675
C -1.6534 -2.9412 -0.3197
C -1.9167 -2.6219 1.0003
C -2.7697 -1.5688 1.3221
C -2.9913 -1.1765 2.7603
C -3.3712 -0.8755 0.2809
C -3.1014 -1.1919 -1.0451
H -2.1770 -4.1781 -4.2123
H -3.6032 -3.7684 -3.2405
H -2.2783 -4.6998 -2.5220
H -0.7612 -2.7436 -2.7895
H -3.2260 -1.3681 -3.9546
H -1.7061 -1.7495 -4.7768
H -1.7242 -0.5333 -3.4961
H -0.9452 -3.7300 -0.5401
H -1.4145 -3.1693 1.7905
H -2.0507 -0.8427 3.2054
H -3.3560 -2.0229 3.3465
H -3.7186 -0.3662 2.8378
H -4.0425 -0.0510 0.5030
H -3.5537 -0.5920 -1.8239
O 3.0587 -1.1381 2.8384
C 2.3528 -1.0384 1.8470
O 1.8573 0.0774 1.4159
C 1.9520 -2.3295 1.0365
O 2.3536 -3.4202 1.4116
O 1.1680 -2.1444 0.0259
C 1.2150 3.2930 0.6844
N 0.5364 3.5945 1.9397
C 1.4841 3.7147 3.0465
C -0.6286 2.8825 2.2010
N -0.9769 1.8828 1.5016
N -1.3577 3.3987 3.3020
C -2.4380 2.5876 3.8024
C -1.6541 4.8184 3.3058
H 1.9091 4.1085 0.4698
H 0.4908 3.2077 -0.1227
H 1.7845 2.3614 0.7410
H 2.1010 2.8108 3.1195
H 0.9531 3.8560 3.9844
H 2.1375 4.5717 2.8675
H -1.9046 1.5282 1.7086
H -2.1123 1.5509 3.8824
H -3.3396 2.6280 3.1704
H -2.7084 2.9461 4.7984
H -0.8778 5.3526 2.7670
H -1.7021 5.1927 4.3335
H -2.6196 5.0313 2.8208
C -3.7440 3.4076 -3.0051
Si -1.9134 3.0974 -3.4034
C -1.8061 2.4920 -5.1888
C -1.0432 4.7694 -3.2691
C -1.1739 1.8824 -2.2733
C -0.6058 1.0679 -1.5692
H -4.1915 4.1101 -3.7135
H -3.8555 3.8253 -2.0014
H -4.3193 2.4792 -3.0434
H -2.1962 3.2251 -5.8996
H -2.3646 1.5616 -5.3164
H -0.7640 2.2864 -5.4441
H -1.4483 5.4912 -3.9833
H 0.0253 4.6560 -3.4649
H -1.1527 5.1850 -2.2646
F 2.7493 1.0813 -1.9705
As 3.6866 0.4189 -3.2756
F 4.6485 -0.1913 -4.6224
F 2.8912 1.5171 -4.3953
F 4.9118 1.6447 -2.9889
F 2.4683 -0.7659 -3.5974
F 4.5128 -0.6594 -2.2125

=====

Taking the records one at a time from the top gives energy values of -4288.257492 -2983.668382 -4169.979557 -1116.465885 -2286.858739 -2024.604436 -4603.262942 hartree.
Taking the records one at a time from the top gives max |F| values of 0.12 9.10 0.76 4.80 8.69 3.87 1.21 eV/A.